{"formula": "C18H23BrO11P2", "method": "the ωB97M-V functional and the def2-TZVPD basis", "mol_weight_g_mol": 557.2, "smiles": "O=C1C=C(O)C(=O)C=C1O.O=C1C=C(O)C(=O)C=C1O.CCOP(=O)(CCPBr)OCC", "orbital_gap_ev": 7.540, "elements": ["O", "C", "C", "C", "O", "C", "O", "C", "C", "O", "H", "H", "H", "H", "O", "C", "C", "C", "O", "C", "O", "C", "C", "O", "H", "H", "H", "H", "C", "C", "O", "P", "O", "C", "C", "P", "Br", "O", "C", "C", "H", "H", "H", "H", "H", "H", "H", "H", "H", "H", "H", "H", "H", "H", "H"], "coordinates": [[-5.5507, 6.4429, -0.6006], [-4.9459, 5.5313, -0.0652], [-5.3664, 4.8577, 1.1430], [-4.5980, 3.8724, 1.6298], [-4.8770, 3.1853, 2.7246], [-3.3090, 3.4408, 0.9598], [-2.6984, 2.5350, 1.5001], [-2.8918, 4.1075, -0.2518], [-3.6604, 5.0927, -0.7395], [-3.3842, 5.7744, -1.8378], [-6.2860, 5.1720, 1.6155], [-4.1397, 2.5506, 2.8388], [-1.9735, 3.7899, -0.7248], [-4.1097, 6.4241, -1.9410], [2.5816, 0.2806, 1.4228], [3.7382, -0.0828, 1.4524], [4.7336, 0.4397, 2.3739], [5.9940, -0.0040, 2.2970], [6.9815, 0.4099, 3.0801], [6.4250, -1.0367, 1.2808], [7.6037, -1.3536, 1.2964], [5.4368, -1.5782, 0.3802], [4.1640, -1.1486, 0.4569], [3.2118, -1.6140, -0.3259], [4.4195, 1.1841, 3.0917], [7.7753, -0.0808, 2.7844], [5.7529, -2.3286, -0.3308], [2.3323, -1.2215, -0.0866], [-2.4734, -0.8585, 1.2011], [-2.7573, -1.7798, 0.0373], [-1.9150, -1.5028, -1.1036], [-0.4057, -1.9801, -1.1550], [0.4835, -1.3798, -0.1473], [-0.3647, -3.7775, -1.1412], [-0.3222, -4.4880, 0.2171], [1.2552, -4.5196, 1.1953], [0.8672, -2.9054, 2.6772], [-0.0603, -1.6370, -2.6585], [0.8806, -0.5789, -2.9666], [0.7216, -0.2069, -4.4291], [-1.4166, -0.8553, 1.4635], [-3.0407, -1.2061, 2.0672], [-2.7833, 0.1604, 0.9785], [-2.6586, -2.8298, 0.3181], [-3.7733, -1.6457, -0.3290], [0.5439, -4.0183, -1.7001], [-1.1940, -4.1602, -1.7398], [-1.0857, -4.1384, 0.9103], [-0.5378, -5.5428, 0.0307], [2.0661, -3.7658, 0.3229], [1.8847, -0.9446, -2.7546], [0.6838, 0.2683, -2.3116], [0.0879, 0.6692, -4.5556], [0.2651, -1.0307, -4.9742], [1.6895, 0.0119, -4.8769]]}


{"formula": "C18H23FN4O2", "method": "the ωB97M-V functional and the def2-TZVPD basis", "mol_weight_g_mol": 346.4, "smiles": "CCn1cc(C(=O)NN)c(=O)c2cc(F)c(NC3CCCCC3)cc21", "orbital_gap_ev": 8.145, "elements": ["C", "C", "N", "C", "C", "C", "O", "N", "N", "C", "O", "C", "C", "C", "F", "C", "N", "C", "C", "C", "C", "C", "C", "C", "C", "H", "H", "H", "H", "H", "H", "H", "H", "H", "H", "H", "H", "H", "H", "H", "H", "H", "H", "H", "H", "H", "H", "H"], "coordinates": [[-3.0122, -2.3307, 0.0587], [-2.6684, -1.3540, -1.0861], [-1.2534, -1.5257, -1.5316], [-0.9696, -2.5792, -2.3782], [0.0678, -3.3989, -2.2629], [0.3874, -4.2701, -3.3555], [0.0723, -3.9768, -4.4811], [0.9945, -5.5380, -3.2005], [1.2175, -6.6031, -4.1493], [1.0068, -3.2678, -1.0642], [1.7624, -4.2281, -0.7415], [0.8502, -2.1116, -0.2420], [1.7780, -1.8967, 0.8055], [1.6793, -0.6815, 1.5372], [2.4954, -0.5362, 2.6669], [0.7178, 0.2684, 1.1552], [0.8680, 1.4925, 1.8178], [0.4892, 2.7973, 1.1630], [-0.8198, 3.4836, 1.8027], [-0.6543, 4.7665, 2.7329], [0.1895, 5.8583, 2.1932], [1.0082, 5.2667, 0.9631], [1.5744, 3.8137, 1.3960], [-0.2498, -0.0017, 0.2141], [-0.2558, -1.1900, -0.5116], [-2.3358, -2.0220, 0.8813], [-4.0616, -2.4104, 0.4554], [-2.6055, -3.3668, -0.1947], [-2.7898, -0.3103, -0.7921], [-3.4476, -1.5728, -1.8507], [-1.5889, -2.7029, -3.2350], [1.0773, -5.6504, -2.1496], [0.6562, -7.4541, -4.0022], [1.2911, -6.2708, -5.1019], [2.5486, -2.6200, 1.0942], [1.6466, 1.4916, 2.4534], [0.4247, 2.6586, 0.0323], [-1.4858, 3.7485, 0.9608], [-1.2758, 2.7632, 2.5327], [-0.0971, 4.2663, 3.5892], [-1.5561, 5.1005, 3.2003], [-0.3691, 6.6797, 1.8535], [0.9412, 6.1596, 2.9857], [1.9041, 5.8345, 0.7514], [0.4522, 5.2443, 0.0201], [1.9751, 3.7129, 2.4232], [2.3500, 3.6939, 0.6651], [-0.9296, 0.7699, -0.0741]]}


Number 1 is which compound? C18H23BrO11P2


What did the second record say?
{"formula": "C18H23FN4O2", "method": "the ωB97M-V functional and the def2-TZVPD basis", "mol_weight_g_mol": 346.4, "smiles": "CCn1cc(C(=O)NN)c(=O)c2cc(F)c(NC3CCCCC3)cc21", "orbital_gap_ev": 8.145, "elements": ["C", "C", "N", "C", "C", "C", "O", "N", "N", "C", "O", "C", "C", "C", "F", "C", "N", "C", "C", "C", "C", "C", "C", "C", "C", "H", "H", "H", "H", "H", "H", "H", "H", "H", "H", "H", "H", "H", "H", "H", "H", "H", "H", "H", "H", "H", "H", "H"], "coordinates": [[-3.0122, -2.3307, 0.0587], [-2.6684, -1.3540, -1.0861], [-1.2534, -1.5257, -1.5316], [-0.9696, -2.5792, -2.3782], [0.0678, -3.3989, -2.2629], [0.3874, -4.2701, -3.3555], [0.0723, -3.9768, -4.4811], [0.9945, -5.5380, -3.2005], [1.2175, -6.6031, -4.1493], [1.0068, -3.2678, -1.0642], [1.7624, -4.2281, -0.7415], [0.8502, -2.1116, -0.2420], [1.7780, -1.8967, 0.8055], [1.6793, -0.6815, 1.5372], [2.4954, -0.5362, 2.6669], [0.7178, 0.2684, 1.1552], [0.8680, 1.4925, 1.8178], [0.4892, 2.7973, 1.1630], [-0.8198, 3.4836, 1.8027], [-0.6543, 4.7665, 2.7329], [0.1895, 5.8583, 2.1932], [1.0082, 5.2667, 0.9631], [1.5744, 3.8137, 1.3960], [-0.2498, -0.0017, 0.2141], [-0.2558, -1.1900, -0.5116], [-2.3358, -2.0220, 0.8813], [-4.0616, -2.4104, 0.4554], [-2.6055, -3.3668, -0.1947], [-2.7898, -0.3103, -0.7921], [-3.4476, -1.5728, -1.8507], [-1.5889, -2.7029, -3.2350], [1.0773, -5.6504, -2.1496], [0.6562, -7.4541, -4.0022], [1.2911, -6.2708, -5.1019], [2.5486, -2.6200, 1.0942], [1.6466, 1.4916, 2.4534], [0.4247, 2.6586, 0.0323], [-1.4858, 3.7485, 0.9608], [-1.2758, 2.7632, 2.5327], [-0.0971, 4.2663, 3.5892], [-1.5561, 5.1005, 3.2003], [-0.3691, 6.6797, 1.8535], [0.9412, 6.1596, 2.9857], [1.9041, 5.8345, 0.7514], [0.4522, 5.2443, 0.0201], [1.9751, 3.7129, 2.4232], [2.3500, 3.6939, 0.6651], [-0.9296, 0.7699, -0.0741]]}